Entry 1:
14
Properties=species:S:1:pos:R:3:nbo_charge:R:1 method="wB97M-V/def2-TZVPD" orbital_gap_ha=0.4409 spin_multiplicity=1 energy_ha=-269.79583 smiles=C.O.O.O
C 2.19608 5.10105 -3.18880 -0.85
H 2.83269 5.72081 -2.54802 0.21
H 2.55196 4.06864 -3.22602 0.21
H 2.24536 5.46013 -4.20918 0.21
H 1.19045 5.18075 -2.78068 0.21
H 0.00725 -2.67359 2.79448 0.46
H 0.38832 -1.19791 2.82903 0.49
O -0.16213 -1.83877 2.34258 -0.95
H -4.03423 -4.30198 -0.55645 0.47
H -3.37192 -2.89643 -0.71302 0.47
O -4.10925 -3.45157 -0.99932 -0.95
H 1.95872 -0.34109 0.97327 0.48
H 2.63730 0.66589 1.98200 0.48
O 1.79669 0.24170 1.73290 -0.96

---

Entry 2:
11
Properties=species:S:1:pos:R:3:nbo_charge:R:1 method="wB97M-V/def2-TZVPD" orbital_gap_ha=0.3473 spin_multiplicity=1 energy_ha=-301.74420 charge=+1 smiles="C=NC(=O)[NH+]=C"
C 1.03065 -0.19858 -0.01581 0.76
C 0.10629 2.01708 -0.08072 0.14
C -1.07706 -1.28735 0.20529 0.17
N 0.12953 -1.39418 -0.14720 -0.47
N 0.22381 0.82145 0.28095 -0.53
O 2.20421 -0.33452 0.00109 -0.44
H -0.49900 2.67903 0.53132 0.21
H 0.53263 2.42500 -0.99678 0.20
H -1.77001 -2.12151 0.10590 0.24
H -1.44566 -0.35129 0.61421 0.26
H 0.56460 -2.25513 -0.49826 0.47

---

Entry 3:
79
Properties=species:S:1:pos:R:3:mulliken_charge:R:1 method="wB97M-V/def2-TZVPD" orbital_gap_ha="0.1677 / 0.1499" spin_multiplicity=1 energy_ha=-11293.27501 charge=-2
Ca 1.55943 0.02082 -0.46105 1.61
C -2.47717 -0.50969 -4.69765 -0.50
C -2.72602 0.71342 -4.08091 -0.67
C -1.77072 1.30111 -3.27442 -0.14
C -0.55453 0.63935 -3.01369 -0.58
C -0.30244 -0.58172 -3.66222 0.02
C -1.25124 -1.13569 -4.50407 -0.55
N 0.40196 1.14427 -2.15710 0.70
N 0.41904 2.45797 -2.12153 -0.94
C 1.37790 3.02293 -1.34372 -0.08
C 1.61777 4.39841 -1.53960 -0.54
C 2.63691 5.00655 -0.85116 -0.32
C 3.41951 4.24286 0.01908 -0.85
C 3.11521 2.90193 0.16495 -0.62
N 2.11912 2.29897 -0.47762 0.46
H -3.23937 -0.96650 -5.31961 0.39
H -3.68280 1.20262 -4.23197 0.36
H -1.93869 2.25400 -2.78994 0.51
H 0.67259 -1.04258 -3.53098 0.29
H -1.04038 -2.07056 -5.01162 0.42
H 0.99114 4.93477 -2.23735 0.45
H 2.83850 6.06316 -0.98285 0.35
H 4.24453 4.67932 0.56499 0.41
H 3.69167 2.27724 0.83797 0.45
Se -4.58609 -4.75252 -2.71202 0.14
N -2.81533 -4.94445 -2.56977 -0.95
C -2.36053 -3.86194 -1.98859 1.11
C -0.96468 -3.63556 -1.69843 0.94
C 0.04371 -4.51827 -2.10005 -0.95
C 1.34633 -4.26791 -1.74320 -1.18
C 1.61569 -3.11817 -0.99891 -0.29
N 0.68922 -2.22341 -0.69198 1.03
C -0.58603 -2.45674 -1.03274 -0.77
C -1.57714 -1.43843 -0.69053 -1.24
N -1.15209 -0.30947 -0.08341 2.29
C -2.02992 0.65314 0.15133 -0.46
C -3.38922 0.54279 -0.14190 -1.42
C -3.84904 -0.62416 -0.69959 -0.69
C -2.93831 -1.63809 -0.99450 0.75
C -3.34565 -2.86879 -1.63143 0.78
N -4.59144 -3.15578 -1.91454 -0.95
H -0.22360 -5.38815 -2.68634 0.49
H 2.15560 -4.92164 -2.03471 0.47
H 2.62404 -2.91474 -0.63893 0.04
H -1.63706 1.56302 0.59221 0.24
H -4.05071 1.37222 0.06690 0.47
H -4.89141 -0.78866 -0.93964 0.51
S 6.90973 -0.80365 -2.17340 -0.38
As 4.99024 -1.65416 -1.73250 0.51
S 3.41781 -0.36503 -2.45457 -0.32
S 4.77057 -2.01810 0.36470 -0.55
S 4.95592 -3.51005 -2.81147 -0.56
Se 3.13249 0.58458 4.48930 -0.32
C 2.73894 0.36534 2.77838 -0.27
N 2.42514 0.23962 1.66628 -0.93
C -0.32988 2.61623 5.37472 -0.94
N -0.47673 3.09459 4.02115 0.19
C -0.72476 4.46154 3.64848 -0.39
C -0.75823 4.34912 2.10116 0.09
O -0.98018 5.28887 1.36761 -0.71
N -0.55197 3.04363 1.76683 -0.18
C -0.40355 2.35561 2.89168 0.19
N -0.31071 1.01748 2.93327 0.09
H -0.34971 3.47024 6.04902 0.37
H 0.62064 2.09477 5.50526 0.22
H -1.14615 1.93829 5.64651 0.29
H 0.05705 5.14272 3.99086 0.36
H -1.69368 4.81824 4.01114 0.30
H -0.02736 0.55599 2.07024 -0.43
H 0.14273 0.61799 3.74809 0.40
N -0.77469 -2.33511 2.36431 0.12
C -0.90069 -3.43306 3.14250 -0.35
C 0.36958 -3.76563 3.54707 -0.95
C 1.20299 -2.79760 2.94596 -0.35
N 0.49631 -1.94232 2.23338 0.08
H -1.48987 -1.83282 1.86728 0.10
H -1.86071 -3.87863 3.34351 0.43
H 0.66490 -4.58031 4.18507 0.39
H 2.27555 -2.69564 3.00096 0.54

---

Entry 4:
94
Properties=species:S:1:pos:R:3:mulliken_charge:R:1 method="wB97M-V/def2-TZVPD" orbital_gap_ha=0.0689 spin_multiplicity=1 energy_ha=-3947.12621
O -3.81194 0.35484 1.37262 -0.72
P -2.39666 0.19153 1.74314 1.06
O -2.14209 1.11922 3.01091 -0.45
O -2.11173 -1.26890 2.20745 -0.42
C -1.29005 0.61781 0.38275 -0.57
N 0.13361 0.21573 0.59287 0.23
C 0.88810 1.28223 1.33077 -0.55
C 2.33013 0.94657 1.66313 -0.81
C 2.65157 -0.30747 2.41315 0.20
F 1.86949 -0.35455 3.54746 -0.34
H -1.75995 1.96576 2.73986 0.36
H -2.73713 -1.89662 1.80976 0.37
H -1.30662 1.69780 0.26750 0.26
H -1.71561 0.16476 -0.50434 0.46
H 0.21804 -0.85125 1.05542 -0.02
H 0.55028 0.15890 -0.33172 0.40
H 0.89831 2.13694 0.66143 0.48
H 0.38789 1.55976 2.24866 0.23
H 2.65424 1.75734 2.31216 0.19
H 2.97607 0.98627 0.78893 0.38
H 3.73713 -0.12660 2.70636 -0.14
H 2.57318 -1.22225 1.84326 0.37
O -5.41508 -3.88778 2.48796 -0.59
C -5.45917 -3.33335 3.55931 0.60
N -4.28754 -3.05564 4.24543 -0.45
C -6.73733 -2.88912 4.21950 -0.82
H -4.26725 -2.61138 5.14583 0.25
H -3.41622 -3.35887 3.83527 0.22
H -7.37539 -3.75542 4.37421 0.28
H -7.25988 -2.19396 3.56277 0.26
H -6.56390 -2.40621 5.18258 0.33
N 6.16953 -0.67925 -0.19031 0.10
C 6.13532 0.40913 0.61342 -0.20
C 7.00913 1.39003 0.09039 -0.86
C 7.56444 0.86896 -1.04791 -0.03
C 7.01665 -0.44355 -1.21791 -0.41
H 5.64851 -1.53016 -0.03980 0.29
H 5.50949 0.41443 1.50180 0.56
H 7.19391 2.35790 0.52155 0.44
H 8.27836 1.33364 -1.70408 0.50
H 7.18889 -1.17729 -1.98653 0.54
Cl 0.21658 -2.55327 1.50509 -0.60
F 5.04649 -0.45613 3.47006 -0.75
Al -4.33356 -0.26173 3.67450 0.56
C 12.42969 -2.76505 -3.64417 -1.05
C 11.41204 -3.30640 -2.65344 -0.23
O 11.26700 -2.52712 -1.45741 -0.36
C 10.44658 -1.40157 -1.45503 0.27
O 9.22835 -1.61237 -1.93484 -0.59
C 11.09639 -0.14055 -2.12259 0.73
F 12.39747 -0.07170 -1.85082 -0.26
F 10.51462 0.96078 -1.60189 -0.27
F 10.93807 -0.09081 -3.44329 -0.25
H 13.31091 -2.38765 -3.12712 0.27
H 12.73146 -3.56427 -4.32101 0.41
H 12.02576 -1.96312 -4.25648 0.24
H 11.76629 -4.27072 -2.29322 0.32
H 10.44454 -3.49242 -3.12211 0.27
H 10.47514 -1.12723 -0.37485 0.26
C 2.40905 5.01592 2.80830 -0.97
C 1.50916 5.04487 1.66516 0.52
N 0.78721 4.91135 0.78508 -0.40
H 1.88759 4.67126 3.69915 0.29
H 3.24636 4.34688 2.61989 0.24
H 2.80652 6.00846 3.01121 0.34
C -1.18360 4.81890 -1.66372 -0.65
C -2.06844 4.28386 -2.68172 0.20
N -2.80525 3.87161 -3.45576 -0.32
H -1.56829 4.58898 -0.67297 0.19
H -0.19717 4.36885 -1.74859 0.23
H -1.06522 5.89778 -1.73199 0.37
C -11.14623 -4.44937 1.56501 -1.15
C -9.90684 -3.61402 1.76928 0.86
O -9.71241 -3.01454 2.80309 -0.56
C -8.92456 -3.56171 0.62562 -0.97
H -11.76652 -4.40274 2.45634 0.31
H -11.71494 -4.07192 0.71438 0.34
H -10.87047 -5.48762 1.37507 0.32
H -9.40541 -3.14880 -0.26209 0.36
H -8.55979 -4.56445 0.39898 0.32
H -8.08016 -2.93326 0.89586 0.17
B -7.34031 2.13862 -4.17794 1.07
O -7.01266 3.55767 -3.92671 -0.48
C -7.10416 4.22458 -5.07045 0.60
O -6.90276 5.39506 -5.20921 -0.60
C -7.51728 3.22916 -6.18236 0.60
O -7.69095 3.48969 -7.33497 -0.59
O -7.64423 2.03475 -5.61750 -0.49
O -6.21477 1.24277 -3.80372 -0.53
C -6.62572 0.40173 -2.87377 0.64
O -5.96260 -0.44993 -2.34890 -0.66
C -8.11629 0.70428 -2.57184 0.61
O -8.80081 0.12872 -1.77555 -0.62
O -8.48685 1.70767 -3.34623 -0.55

---

Entry 5:
55
Properties=species:S:1:pos:R:3:mulliken_charge:R:1 method="wB97M-V/def2-TZVPD" orbital_gap_ha="0.1955 / 0.1958" spin_multiplicity=1 energy_ha=-1802.12299
C 3.68255 -2.01064 -1.18173 -0.80
C 2.33588 -1.69530 -1.01052 0.35
N 1.91778 -0.41331 -0.95802 0.10
C 2.81658 0.55717 -0.75992 0.62
C 4.19159 0.27848 -0.79515 -0.77
C 4.63987 -1.01429 -1.04140 -0.64
C 1.35238 -2.77891 -0.86418 -0.85
P -0.39133 -2.37796 -1.07626 0.72
Tl -0.39444 0.08919 -2.09221 0.71
P 0.90362 2.37630 0.43136 1.22
C 2.38021 1.99740 -0.55731 -1.11
O 1.86918 -3.21808 1.77241 -0.69
O 2.06626 -0.84467 2.47178 -0.99
H 3.93421 -3.05543 -1.34761 0.45
H 4.87112 1.10971 -0.61270 0.37
H 5.69988 -1.24311 -1.09563 0.42
C -0.88967 -3.37594 -2.52555 -1.40
C -1.23215 -3.16573 0.33471 -1.22
H 3.19181 2.55334 -0.07132 0.43
H 2.20055 2.46829 -1.54911 0.41
H 1.45022 -3.12250 0.22327 0.11
H 1.62442 -3.66908 -1.43996 0.63
C 0.64508 4.15006 0.28819 -1.28
C 1.20175 1.94762 2.14356 -0.81
H 0.74829 -1.02916 2.86588 -0.43
H 2.66080 -0.95923 3.23537 0.08
H 2.13624 -2.29625 1.95700 0.47
H 2.57850 -3.87278 1.70417 0.29
H -0.98927 0.07373 -3.77345 -0.34
H -0.16336 -1.02046 2.99069 0.31
H -0.36372 -4.34692 -2.51757 0.41
H -1.97320 -3.54328 -2.49876 0.39
H -0.64502 -2.83302 -3.45212 0.35
H -1.52142 -4.20029 0.08837 0.40
H -0.57183 -3.15259 1.21198 0.36
H -2.13866 -2.58742 0.57455 0.32
H 1.85073 2.71288 2.58564 0.45
H 0.23204 1.96446 2.64133 0.40
H 1.63726 0.93351 2.22201 0.01
H 1.33672 4.68587 0.94542 0.43
H 0.78284 4.46140 -0.75554 0.39
H -0.39391 4.38275 0.56778 0.34
C -0.53543 1.55180 -0.14769 -0.54
C -1.80312 1.64950 0.04964 -0.21
C -3.18926 1.75979 0.07634 0.84
C -3.78677 2.75183 0.91188 -0.54
C -5.15903 2.95158 0.89018 -0.52
C -5.97366 2.16616 0.05578 -0.36
C -5.40591 1.15742 -0.73942 -0.58
C -4.02802 0.94486 -0.72888 -0.42
H -3.14027 3.34675 1.55236 0.38
H -5.59015 3.72953 1.51742 0.36
H -7.05283 2.34954 0.01224 0.35
H -6.04275 0.55078 -1.38023 0.38
H -3.56319 0.17463 -1.34906 0.29

---

Entry 6:
50
Properties=species:S:1:pos:R:3:nbo_charge:R:1 method="wB97M-V/def2-TZVPD" orbital_gap_ha=0.3498 spin_multiplicity=1 energy_ha=-833.65925 charge=+1 smiles=CC[C@@H](C)c1ccccc1OCCC[NH2+]C1CCCC1
C -4.43188 -0.61927 0.32966 -0.61
H -4.23067 -1.63892 0.00787 0.20
H -5.50077 -0.51890 0.49661 0.22
C -3.96726 0.37704 -0.72494 -0.38
H -4.53079 0.21725 -1.64563 0.21
H -4.17296 1.39228 -0.38277 0.20
C -2.47207 0.22809 -1.04256 -0.26
C -1.63879 0.47183 0.19079 -0.05
C -1.64802 1.70337 0.82787 -0.19
C -0.89958 1.94079 1.96935 -0.21
C -0.11938 0.93036 2.49432 -0.20
C -0.07774 -0.30984 1.87274 -0.36
C -0.84341 -0.55207 0.73261 0.34
O -0.83288 -1.74130 0.03031 -0.54
C -0.27911 -2.92005 0.57961 -0.07
C 1.05056 -3.28458 -0.09686 -0.44
C 2.17862 -2.27639 0.10857 -0.22
N 1.84589 -0.96625 -0.50350 -0.58
H 1.41486 -1.14521 -1.41867 0.43
C 2.98492 -0.01162 -0.67339 -0.04
C 2.56369 1.10927 -1.62221 -0.42
H 1.96910 0.75618 -2.46449 0.22
H 3.45879 1.58515 -2.02167 0.24
C 1.82067 2.09198 -0.72059 -0.41
H 1.74963 3.08034 -1.16635 0.24
H 0.80493 1.74834 -0.51573 0.21
C 2.66378 2.10034 0.55568 -0.41
H 3.44891 2.84925 0.47309 0.22
H 2.06451 2.34003 1.43061 0.23
C 3.28837 0.69458 0.65461 -0.43
H 4.36333 0.76097 0.80825 0.24
H 2.87740 0.14091 1.49721 0.21
H 3.83370 -0.58293 -1.05523 0.23
H 1.11849 -0.49604 0.08041 0.50
H 3.08669 -2.65492 -0.36631 0.23
H 2.38551 -2.13150 1.16996 0.22
H 1.37525 -4.24751 0.29631 0.25
H 0.86944 -3.40982 -1.16688 0.22
H -0.99796 -3.71714 0.36557 0.22
H -0.16948 -2.85536 1.66403 0.19
H 0.51206 -1.09029 2.33182 0.22
H 0.45763 1.09020 3.39196 0.23
H -0.93613 2.90537 2.44923 0.23
H -2.26408 2.49351 0.42978 0.23
C -2.06203 1.17615 -2.17299 -0.59
H -2.63457 0.95162 -3.06874 0.22
H -1.00385 1.07239 -2.40980 0.19
H -2.25055 2.21154 -1.90283 0.21
H -2.30125 -0.80028 -1.37237 0.22
H -3.92150 -0.44895 1.27569 0.20

---

Entry 7:
9
Properties=species:S:1:pos:R:3:nbo_charge:R:1 method="wB97M-V/def2-TZVPD" orbital_gap_ha="0.2645 / 0.2650" spin_multiplicity=1 energy_ha=-300.28691 charge=+1
C 0.85522 0.53409 -0.45424 -0.43
C 1.14658 0.26038 0.76678 0.04
C -0.40942 0.23170 -1.07434 0.10
N -1.25781 -0.28537 -0.11257 -0.05
N -1.17240 -0.96918 0.83607 0.53
O -1.56637 -1.58773 1.70968 -0.07
H 1.48768 0.96525 -1.31794 0.30
H 1.72085 0.34859 1.72766 0.28
H -0.80434 0.50228 -2.08111 0.29

---

Entry 8:
45
Properties=species:S:1:pos:R:3:nbo_charge:R:1 method="wB97M-V/def2-TZVPD" orbital_gap_ha=0.2825 spin_multiplicity=1 energy_ha=-2787.99755 charge=-1
C -2.54364 3.82408 -3.88873 -0.30
C -1.90960 3.88451 -2.87040 0.03
C -1.12420 3.99001 -1.64316 -0.48
C -0.82080 2.64350 -0.96947 -0.38
C -0.16934 2.84891 0.40731 -0.93
Ga 1.17576 1.38592 0.92397 1.61
C 0.23789 -0.05047 1.98708 -0.95
C 0.16713 -1.51238 1.50601 -0.21
N -1.15547 -1.83412 0.90077 -0.56
C -1.94349 -2.79923 1.65983 -0.20
C -1.41084 -4.23708 1.72642 -0.64
C -1.07320 -2.15286 -0.48501 0.75
C -1.69869 -1.12629 -1.39213 -0.72
O -0.52663 -3.13370 -0.93274 -0.57
N 2.42380 2.31582 2.21312 -0.87
C 3.37211 1.60794 2.41820 0.76
O 4.30244 0.90605 2.65249 -0.63
N 2.21804 0.94089 -0.61557 -1.11
C 2.13797 -0.39142 -1.20966 -0.20
C 3.18150 -1.33012 -0.60934 -0.62
H -3.14169 3.75325 -4.76206 0.22
H -1.68156 4.61694 -0.94590 0.23
H -0.19473 4.52241 -1.84818 0.22
H -0.21674 2.02498 -1.63288 0.19
H -1.79352 2.17072 -0.81751 0.19
H -0.91461 2.87633 1.20283 0.20
H 0.35889 3.80579 0.41206 0.20
H -0.79306 0.27532 2.13408 0.22
H 0.67229 -0.05471 2.99007 0.21
H 0.97581 -1.81134 0.84215 0.20
H 0.26659 -2.16345 2.37925 0.17
H -2.10482 -2.39144 2.65580 0.20
H -2.93560 -2.83355 1.19544 0.18
H -1.65457 -4.81291 0.84115 0.21
H -1.79154 -4.72238 2.62625 0.20
H -0.32636 -4.22025 1.82976 0.21
H -2.69922 -0.87105 -1.05190 0.23
H -1.67862 -1.47880 -2.41838 0.22
H -1.08356 -0.22709 -1.31582 0.25
H 2.13493 1.63505 -1.34545 0.35
H 1.14509 -0.85178 -1.14152 0.14
H 2.35435 -0.31856 -2.28126 0.17
H 3.17431 -1.22372 0.47661 0.21
H 4.17375 -1.10861 -0.98962 0.20
H 2.91343 -2.37107 -0.81395 0.19